#i
DFT (ωB97M-V/def2-TZVPD) results for C6H8 in the gas phase.

The geometry in XYZ format:
```
14
Properties=species:S:1:pos:R:3:mulliken_charge:R:1
C 0.4453 1.5692 0.1316 -0.724
C 0.8326 0.2850 0.1149 0.476
C -1.6446 0.0503 0.0924 -0.128
C -2.9211 0.1712 -0.1390 -0.631
C -0.3166 -0.6948 0.2190 -0.117
C 2.2299 -0.2661 -0.1453 -1.184
H 1.1079 2.3391 0.1576 0.391
H -3.5441 -0.6718 -0.6455 0.215
H -3.4510 1.1012 0.1185 0.229
H -0.0910 -1.5537 -0.4768 0.337
H -0.4217 -0.9760 1.2638 0.191
H 2.2696 -0.7290 -1.1763 0.267
H 2.3759 -1.0170 0.5430 0.326
H 3.1289 0.3923 -0.0579 0.353
```

Calculated values
LUMO (spin up / spin down)   -0.04 / 0.46 eV
Kohn-Sham gap (spin up / spin down)   8.0 / 9.6 eV


#ii
DFT (ωB97M-V/def2-TZVPD) results for C6H8 in the gas phase.

The geometry in XYZ format:
```
14
Properties=species:S:1:pos:R:3:mulliken_charge:R:1
C -0.8417 -0.2740 -1.6145 -0.978
C 0.4333 0.0463 -1.8365 -0.254
C 0.8884 0.7926 -0.6635 -0.181
C 0.1909 0.4665 0.4231 0.494
C -0.6335 -0.4856 1.0820 -1.154
C 1.3696 1.4174 0.6366 -0.456
H -1.3206 -1.1050 -2.1191 0.292
H -1.5045 0.3405 -1.0205 0.483
H 1.1764 -0.4337 -2.3822 0.369
H -0.1480 -0.8737 1.9081 0.341
H -0.7780 -1.2723 0.2702 0.350
H -1.6783 -0.1948 1.2936 0.277
H 2.2910 1.0510 0.9861 0.218
H 1.1823 2.4459 0.9012 0.198
```

Calculated values
LUMO   1.01 eV
Kohn-Sham gap   9.3 eV
SMILES string   C=CC1=C(C)C1


Verdict on stability: #ii comes out on top.